[1]
18
Properties=species:S:1:pos:R:3:nbo_charge:R:1 method="wB97M-V/def2-TZVPD" multiplicity=1 orbital_gap_ha="0.328 / 0.330" lumo_ha="-0.1608 / -0.1545" charge=+1
C 0.74831 -2.15820 -1.81771 -0.572
C 0.77865 -1.62528 -0.64337 0.465
C 0.18664 1.62011 -0.60691 -0.700
C -1.64693 0.18637 0.47573 -0.703
C -0.20858 0.54722 0.34434 0.244
N 0.52166 0.56275 1.63455 -0.726
F 1.29377 -2.01345 0.51439 -0.337
H 1.22010 -3.12121 -1.99380 0.259
H 0.27160 -1.68793 -2.65407 0.254
H 1.26162 1.78216 -0.62646 0.231
H -0.30218 2.56868 -0.35865 0.234
H -0.13155 1.35629 -1.61208 0.266
H -2.23931 1.03488 0.83281 0.232
H -1.79361 -0.64609 1.15972 0.234
H -2.04977 -0.09569 -0.49244 0.268
H 0.04992 1.17531 2.32056 0.438
H 1.48115 0.90368 1.49529 0.451
H 0.55849 -0.38960 2.02808 0.459

[2]
18
Properties=species:S:1:pos:R:3:nbo_charge:R:1 method="wB97M-V/def2-TZVPD" multiplicity=1 orbital_gap_ha="0.336 / 0.298" lumo_ha="-0.1395 / -0.1662" charge=+1
C -3.21982 0.89067 0.63257 -0.581
C -2.44788 -0.00937 0.11917 0.452
C 0.65973 -0.77518 -1.32724 -0.705
C 0.89675 1.14339 0.46939 -0.691
C 0.48802 -0.21023 0.02501 0.256
N 0.76707 -1.20287 1.03999 -0.711
F -2.55901 -1.19957 -0.52094 -0.319
H -4.04530 0.78347 1.25646 0.248
H -2.79196 1.90155 0.69756 0.250
H 1.44869 -1.68105 -1.24564 0.196
H 1.06774 -0.16141 -2.16380 0.274
H -0.13468 -1.32428 -1.73118 0.265
H 1.92384 1.23181 0.47664 0.230
H 0.45598 1.28024 1.48701 0.226
H 0.48504 1.96855 -0.16085 0.276
H 1.84596 -1.26654 0.98329 0.437
H 0.53126 -2.17064 0.88090 0.453
H 0.41795 -0.85550 1.88126 0.446

It is found that the electronic energy values, taken in the order of the records, are -351.3320 -351.2650 Ha.
It is found that the energy above the lowest of the compared OMol25 structures with the same formula, charge and spin values, taken in the order of the records, are 102.8 144.8 kcal per mole.